(1)
Molecular formula: C36H60GeMnN6O3PS
Method: DFT, ωB97M-V/def2-TZVPD

Results
Charge: +3
E_LUMO (alpha / beta) in eV: -7.459 / -7.455
Gap between HOMO and LUMO (alpha / beta) in hartree: 0.2571 / 0.2664
Energy relative to the best compared isomer or geometry (same formula, charge and spin) in eV: 0.0000
Spin multiplicity: 6

The geometry in XYZ format:
```
109
C36H60GeMnN6O3PS | OMol25 | ωB97M-V/def2-TZVPD
Mn -0.638 -0.983 -0.953
C 5.598 -1.044 2.562
C 4.185 -0.920 2.064
C 3.108 -0.873 2.926
C 1.805 -0.677 2.441
C 0.627 -0.581 3.246
N 0.320 -1.346 4.248
C 0.841 -2.699 4.481
C -0.169 -3.746 4.009
C -0.416 -3.808 2.495
N -1.387 -4.890 2.277
C -2.363 -5.145 1.428
C -2.851 -4.646 0.202
C -3.920 -5.433 -0.321
C -4.421 -5.295 -1.585
C -5.553 -6.130 -2.112
C -3.781 -4.345 -2.393
C -2.772 -3.502 -1.955
C -2.239 -2.591 -2.961
N -1.409 -1.641 -2.763
C -0.972 -0.808 -3.886
C 0.499 -1.037 -4.292
C 1.433 -1.671 -3.259
N 1.363 -1.134 -1.894
C 2.467 -0.957 -1.275
C 2.632 -0.723 0.160
C 3.910 -0.857 0.690
C 1.533 -0.578 1.056
O 0.308 -0.482 0.684
C -2.312 -3.564 -0.584
O -1.484 -2.741 -0.086
H 5.627 -1.452 3.571
H 6.187 -1.695 1.916
H 6.092 -0.071 2.584
H 3.280 -0.920 3.996
H -0.113 0.168 2.977
H -0.527 -1.117 4.756
H 1.787 -2.801 3.957
H 1.025 -2.819 5.547
H 0.228 -4.709 4.343
H -1.122 -3.602 4.528
H -0.799 -2.887 2.063
H 0.513 -4.056 1.976
H -1.306 -5.611 2.982
H -2.895 -6.038 1.742
H -4.339 -6.204 0.316
H -5.839 -6.899 -1.398
H -6.431 -5.515 -2.314
H -5.275 -6.622 -3.044
H -4.094 -4.261 -3.430
H -2.613 -2.760 -3.975
H -1.621 -0.965 -4.752
H -1.099 0.231 -3.566
H 0.524 -1.695 -5.162
H 0.911 -0.078 -4.609
H 1.187 -2.733 -3.176
H 2.460 -1.611 -3.632
H 3.407 -1.094 -1.821
H 4.740 -0.966 -0.003
C -4.367 -0.226 -0.452
P -3.359 1.115 -1.090
C -3.889 1.414 -2.778
C -3.770 2.581 -0.144
O -1.882 0.798 -1.010
H -5.427 -0.047 -0.632
H -4.199 -0.323 0.621
H -4.070 -1.156 -0.941
H -4.901 1.817 -2.806
H -3.866 0.479 -3.340
H -3.205 2.125 -3.242
H -4.849 2.740 -0.125
H -3.293 3.452 -0.593
H -3.404 2.463 0.876
C -0.259 4.326 3.712
C -0.220 3.878 2.257
C 0.456 4.907 1.355
C 0.391 4.531 -0.127
Ge 1.271 2.867 -0.659
C 3.221 2.734 -0.757
C 4.025 3.675 0.158
C 4.414 2.997 1.473
C 3.232 2.523 2.307
H -0.717 3.572 4.353
H -0.832 5.247 3.821
H 0.747 4.518 4.090
H -1.239 3.703 1.893
H 0.308 2.920 2.182
H 1.493 5.055 1.665
H -0.039 5.872 1.488
H 0.824 5.325 -0.740
H -0.654 4.400 -0.427
H 0.506 1.587 -0.322
H 3.456 2.899 -1.810
H 3.482 1.696 -0.532
H 3.473 4.599 0.357
H 4.938 3.975 -0.359
H 5.017 3.689 2.063
H 5.059 2.143 1.242
H 2.592 3.358 2.593
H 3.567 2.045 3.228
H 2.621 1.785 1.770
N 0.525 5.259 -3.419
C 1.108 4.117 -3.736
N 1.988 4.078 -4.721
S 0.671 2.624 -2.948
H 0.724 6.123 -3.903
H -0.178 5.273 -2.700
H 2.216 4.887 -5.281
H 2.457 3.213 -4.933
```


(2)
Molecular formula: C2H3NO3
Method: DFT, ωB97M-V/def2-TZVPD

Results
E_LUMO in eV: 0.582
SMILES: NC(=O)OC=O
Gap between HOMO and LUMO in hartree: 0.3887
Energy relative to the best compared isomer or geometry (same formula, charge and spin) in eV: 1.4208
Spin multiplicity: 1

The geometry in XYZ format:
```
9
C2H3NO3 | OMol25 | ωB97M-V/def2-TZVPD
N -1.308 -0.669 -0.773
C -0.149 -0.523 -0.098
O 0.521 -1.479 0.284
O 0.336 0.771 -0.325
C 1.067 1.016 0.805
O 1.876 0.276 1.316
H -1.723 -1.582 -0.845
H -1.680 0.083 -1.326
H 1.061 2.106 0.963
```


(3)
Molecular formula: C60H47P3SiZn
Method: DFT, ωB97M-V/def2-TZVPD

Results
E_LUMO in eV: 0.615
Gap between HOMO and LUMO in hartree: 0.2648
Energy relative to the best compared isomer or geometry (same formula, charge and spin) in eV: 0.0544
Spin multiplicity: 1

The geometry in XYZ format:
```
112
C60H47P3SiZn | OMol25 | ωB97M-V/def2-TZVPD
Zn 0.174 -0.399 -0.161
C -3.304 -3.941 2.543
C -3.747 -2.651 2.786
C -2.846 -1.593 2.805
C -1.489 -1.828 2.608
C -1.050 -3.131 2.355
C -1.953 -4.178 2.319
P -0.223 -0.518 2.506
C 0.843 -0.936 3.935
C 0.429 -1.626 5.072
C 1.342 -1.927 6.073
C 2.676 -1.570 5.940
C 3.102 -0.904 4.799
C 2.189 -0.593 3.805
C -1.092 1.011 3.018
C -1.466 1.210 4.347
C -2.075 2.389 4.740
C -2.262 3.404 3.811
C -1.870 3.215 2.495
C -1.321 2.010 2.053
Si -1.006 1.647 0.187
C 0.044 3.121 -0.452
C -0.503 4.381 -0.713
C 0.261 5.425 -1.209
C 1.611 5.230 -1.470
C 2.179 3.995 -1.220
C 1.410 2.944 -0.716
P 2.256 1.369 -0.294
C 3.499 2.057 0.861
C 2.972 2.614 2.030
C 3.808 3.115 3.012
C 5.186 3.057 2.847
C 5.714 2.512 1.687
C 4.878 2.016 0.695
C 3.169 0.918 -1.804
C 2.818 1.410 -3.059
C 3.451 0.936 -4.199
C 4.420 -0.050 -4.104
C 4.752 -0.571 -2.861
C 4.127 -0.096 -1.721
C -2.714 1.775 -0.685
C -3.606 2.833 -0.486
C -4.789 2.948 -1.197
C -5.132 1.975 -2.125
C -4.296 0.889 -2.311
C -3.096 0.782 -1.606
P -2.032 -0.686 -1.869
C -3.244 -2.000 -2.235
C -3.918 -2.495 -1.114
C -4.768 -3.581 -1.221
C -4.940 -4.205 -2.451
C -4.264 -3.730 -3.564
C -3.417 -2.634 -3.460
C -1.216 -0.330 -3.462
C -1.347 0.886 -4.130
C -0.608 1.139 -5.278
C 0.275 0.189 -5.766
C 0.427 -1.018 -5.096
C -0.306 -1.273 -3.950
H -4.009 -4.763 2.525
H -4.798 -2.461 2.965
H -3.199 -0.582 2.971
H 0.004 -3.316 2.178
H -1.607 -5.180 2.098
H -0.603 -1.940 5.171
H 1.006 -2.447 6.962
H 3.384 -1.822 6.719
H 4.145 -0.642 4.671
H 2.517 -0.087 2.907
H -1.270 0.437 5.081
H -2.389 2.524 5.767
H -2.715 4.340 4.113
H -1.974 4.041 1.801
H -1.559 4.548 -0.543
H -0.194 6.391 -1.390
H 2.213 6.037 -1.868
H 3.233 3.837 -1.420
H 1.894 2.651 2.164
H 3.377 3.539 3.910
H 5.843 3.433 3.620
H 6.787 2.472 1.542
H 5.305 1.605 -0.211
H 2.048 2.167 -3.145
H 3.180 1.341 -5.165
H 4.907 -0.422 -4.996
H 5.492 -1.357 -2.778
H 4.378 -0.523 -0.757
H -3.386 3.586 0.259
H -5.443 3.793 -1.027
H -6.052 2.057 -2.691
H -4.577 0.109 -3.010
H -3.750 -2.028 -0.147
H -5.277 -3.952 -0.341
H -5.586 -5.070 -2.537
H -4.392 -4.216 -4.523
H -2.886 -2.276 -4.334
H -2.031 1.636 -3.753
H -0.734 2.084 -5.793
H 0.857 0.394 -6.655
H 1.129 -1.758 -5.461
H -0.169 -2.211 -3.423
C 2.199 -4.779 -0.528
C 0.916 -4.554 -1.009
C 0.345 -3.293 -0.900
C 1.024 -2.210 -0.330
C 2.311 -2.473 0.151
C 2.892 -3.731 0.061
H 2.644 -5.763 -0.600
H 0.363 -5.367 -1.466
H -0.674 -3.155 -1.253
H 2.875 -1.674 0.629
H 3.890 -3.902 0.450
```